{
  "formula": "C5H12O",
  "method": "wB97M-V/def2-TZVPD",
  "symbols": ["C", "C", "C", "C", "C", "H", "H", "H", "H", "H", "H", "H", "H", "H", "H", "H", "H", "O"],
  "xyz": [[1.953698, -1.006725, 0.639039], [0.876813, -0.985033, -0.414750], [-0.592106, -0.871833, 0.194068], [-1.575169, 0.180795, -0.025125], [-1.858669, 0.847624, -1.367483], [2.941433, -1.265431, 0.368456], [1.709187, -1.528537, 1.607164], [1.953862, 0.087472, 0.913744], [0.889312, -1.711522, -1.229243], [1.011415, 0.015443, -0.954860], [-1.061777, -1.655157, 0.724392], [-0.417594, 0.421746, 0.561956], [-2.348403, 0.461115, 0.694717], [-2.429727, 1.853215, -1.137616], [-2.311711, 0.059124, -2.099127], [0.644579, 1.739163, 1.620366], [-0.884791, 1.208750, -1.806172], [0.934603, 1.415706, 0.822715]],
  "forces_ev_per_angstrom": [[-0.764, 0.782, 2.352], [-2.030, 1.808, -1.476], [-0.916, 1.493, -2.538], [0.949, -1.917, -1.670], [1.164, 1.766, 0.031], [0.829, -0.755, -0.908], [-0.001, 0.112, -1.064], [0.310, -1.034, 0.126], [-0.049, -0.541, 0.377], [-0.198, -1.333, 0.600], [0.562, -0.581, 2.032], [1.867, 2.176, 1.191], [0.163, -1.228, 0.234], [0.589, -2.319, -0.961], [0.419, 1.731, 1.485], [-0.856, 1.511, 3.017], [-0.912, -0.509, 0.179], [-1.127, -1.161, -3.007]],
  "nbo_charge": [-0.69, -0.44, -0.10, -0.20, -0.67, 0.22, 0.19, 0.33, 0.23, 0.25, 0.23, 0.42, 0.23, 0.24, 0.25, 0.43, 0.26, -1.17],
  "multiplicity": 1,
  "total_charge": 0,
  "e_above_lowest_kcal_mol": 141.00,
  "orbital_gap_ev": 7.2,
  "max_force_ev_per_a": 3.481
}

=====

{
  "formula": "C50H91F6N16O2P",
  "method": "wB97M-V/def2-TZVPD",
  "symbols": ["C", "C", "N", "C", "C", "N", "C", "C", "H", "H", "H", "H", "H", "H", "H", "H", "H", "H", "H", "C", "C", "N", "C", "C", "N", "C", "C", "H", "H", "H", "H", "H", "H", "H", "H", "H", "H", "H", "C", "C", "N", "C", "C", "N", "C", "C", "H", "H", "H", "H", "H", "H", "H", "H", "H", "H", "H", "C", "C", "N", "C", "C", "N", "C", "C", "H", "H", "H", "H", "H", "H", "H", "H", "H", "H", "H", "C", "C", "N", "C", "C", "N", "C", "C", "H", "H", "H", "H", "H", "H", "H", "H", "H", "H", "H", "C", "C", "N", "C", "C", "N", "C", "C", "H", "H", "H", "H", "H", "H", "H", "H", "H", "H", "H", "C", "C", "N", "C", "C", "N", "C", "C", "H", "H", "H", "H", "H", "H", "H", "H", "H", "H", "H", "C", "C", "N", "C", "C", "N", "C", "C", "H", "H", "H", "H", "H", "H", "H", "H", "H", "H", "H", "C", "C", "O", "O", "H", "H", "H", "P", "F", "F", "F", "F", "F", "F"],
  "xyz": [[-3.244417, 9.163658, 2.429876], [-2.739488, 8.887035, 1.024041], [-3.512931, 7.818307, 0.359281], [-4.749525, 8.031620, -0.213510], [-5.109359, 6.892473, -0.834123], [-4.060267, 6.000844, -0.696943], [-3.098873, 6.609303, -0.005585], [-4.141294, 4.576844, -1.105157], [-2.700103, 9.982682, 2.898909], [-3.131650, 8.294052, 3.075144], [-4.273094, 9.522051, 2.385382], [-1.689097, 8.608886, 0.987019], [-2.907216, 9.774094, 0.414920], [-5.265093, 8.962920, -0.047899], [-6.020618, 6.653895, -1.354568], [-2.124076, 6.217663, 0.230753], [-3.945926, 4.531090, -2.172356], [-5.132865, 4.268498, -0.784385], [-3.416104, 4.039503, -0.498547], [4.501135, -2.339708, 2.590080], [3.286011, -3.223742, 2.352435], [3.067752, -3.585710, 0.952325], [3.991782, -4.086142, 0.077342], [3.333559, -4.383525, -1.063925], [2.019029, -3.998397, -0.890403], [1.895217, -3.476944, 0.332955], [0.982742, -4.168746, -1.903619], [4.688749, -2.308907, 3.662415], [4.410355, -1.327874, 2.201737], [5.351849, -2.867082, 2.155256], [2.378559, -2.768985, 2.754664], [3.328075, -4.152576, 2.925287], [5.034578, -4.261590, 0.277802], [3.639201, -4.888274, -1.962990], [0.965939, -3.269561, 0.843575], [0.902320, -5.191724, -2.253036], [1.168182, -3.541207, -2.781901], [0.059638, -3.686865, -1.587875], [1.085574, 0.476799, 4.712373], [0.812969, -0.899947, 5.300093], [1.211893, -1.127613, 6.704249], [2.012307, -2.146449, 7.180016], [2.111994, -2.027777, 8.522535], [1.342226, -0.940224, 8.871185], [0.881387, -0.386459, 7.766939], [1.195272, -0.408500, 10.233391], [0.743558, 0.535733, 3.682120], [2.155130, 0.692056, 4.780482], [0.491136, 1.205664, 5.266800], [1.269757, -1.688159, 4.708526], [-0.257639, -1.095645, 5.354149], [2.399479, -2.892008, 6.507021], [2.678161, -2.610340, 9.228581], [0.274077, 0.501154, 7.718233], [0.612683, 0.509909, 10.210802], [2.186732, -0.166677, 10.607328], [0.665837, -1.121405, 10.858493], [4.939956, 0.998874, -2.542553], [4.042150, -0.159090, -2.095998], [4.311039, -1.415206, -2.795127], [3.445223, -2.049608, -3.668304], [4.202374, -3.004853, -4.254285], [5.404278, -3.108016, -3.612690], [5.459036, -2.078928, -2.757521], [6.478583, -4.044071, -3.933159], [5.238567, 1.594845, -1.682987], [4.435203, 1.653306, -3.251996], [5.850336, 0.670806, -3.043981], [2.979167, 0.062181, -2.166732], [4.223185, -0.326762, -1.030450], [2.448621, -1.664070, -3.823796], [3.884203, -3.681352, -5.030581], [6.336833, -1.849334, -2.175972], [7.418940, -3.699467, -3.512655], [6.581498, -4.220363, -4.999993], [6.245017, -5.004696, -3.471023], [-0.575320, 2.030924, -5.940202], [-1.056964, 3.031113, -4.905487], [-2.518254, 3.241649, -5.071462], [-3.199179, 4.378472, -4.696648], [-4.521310, 4.137917, -4.857044], [-4.609224, 2.888179, -5.394022], [-3.412398, 2.315404, -5.467059], [-5.826501, 2.296200, -5.963489], [-0.877649, 1.038976, -5.595232], [0.506726, 2.084939, -6.021431], [-1.033897, 2.221036, -6.908965], [-0.562084, 3.992003, -5.062251], [-0.875448, 2.809861, -3.854284], [-2.738975, 5.249367, -4.262720], [-5.397392, 4.757408, -4.773703], [-3.165362, 1.337520, -5.836178], [-5.879988, 2.475250, -7.036054], [-6.694935, 2.730759, -5.477499], [-5.834001, 1.218706, -5.818892], [-3.841806, -1.649396, -6.894667], [-2.531855, -1.649167, -6.132907], [-1.828487, -2.931040, -6.236392], [-2.420719, -4.136198, -6.553283], [-1.435561, -5.058190, -6.497630], [-0.348537, -4.459867, -5.919646], [-0.563554, -3.136900, -5.903568], [0.875712, -5.157338, -5.560546], [-4.552593, -2.396823, -6.540279], [-3.658452, -1.812178, -7.956908], [-4.384517, -0.717538, -6.742560], [-2.722490, -1.419199, -5.083632], [-1.829760, -0.893183, -6.483406], [-3.424896, -4.289932, -6.902323], [-1.505030, -6.119578, -6.673741], [0.113867, -2.410979, -5.483957], [0.979474, -6.009322, -6.230447], [0.833749, -5.479575, -4.524980], [1.762209, -4.557229, -5.755479], [-6.006404, -5.219382, 0.457747], [-5.521227, -3.979859, 1.219253], [-4.914384, -2.979297, 0.337891], [-3.680296, -3.097474, -0.244486], [-3.424330, -1.958522, -0.912445], [-4.394230, -1.059048, -0.499116], [-5.274450, -1.711649, 0.247594], [-4.442952, 0.328874, -0.877363], [-6.852872, -4.911939, -0.165977], [-6.340577, -5.996888, 1.135832], [-5.288638, -5.600032, -0.269409], [-4.717940, -4.334281, 1.865508], [-6.357932, -3.593781, 1.791179], [-3.040977, -3.960865, -0.181128], [-2.560453, -1.637325, -1.469874], [-6.195329, -1.297846, 0.623768], [-5.389363, 0.782640, -0.569582], [-4.404102, 0.419046, -1.958180], [-3.697171, 0.923313, -0.354538], [3.043511, 2.313298, 8.507652], [4.165144, 3.331463, 8.227562], [4.932386, 3.028174, 7.013327], [6.127941, 2.350763, 6.975105], [6.535243, 2.313398, 5.687206], [5.606116, 3.024182, 4.956224], [4.661457, 3.455679, 5.791099], [5.609468, 3.241611, 3.520029], [2.554913, 2.584810, 9.441171], [3.443313, 1.307565, 8.624317], [2.341673, 2.439503, 7.680962], [4.870090, 3.295339, 9.056087], [3.793975, 4.347550, 8.126460], [6.647599, 1.997538, 7.850102], [7.468243, 1.973477, 5.271640], [3.832920, 4.069015, 5.477001], [4.639204, 3.017468, 3.075096], [6.439166, 2.695011, 3.087119], [5.719994, 4.303431, 3.285658], [-0.301563, 0.531754, -1.504193], [-0.640105, -0.257250, -2.751597], [0.079137, -1.238510, -3.114313], [-1.678285, 0.064798, -3.406286], [0.693917, 0.971047, -1.623853], [-0.206609, -0.170311, -0.669468], [-1.023362, 1.296593, -1.236470], [-1.385006, -3.437736, 2.925920], [-0.743632, -2.020034, 2.326854], [0.087713, -3.906326, 3.394663], [-1.598242, -2.740361, 4.369425], [-2.021318, -4.785354, 3.412241], [-2.821914, -2.796681, 2.495221], [-1.153473, -4.060847, 1.432397]],
  "forces_ev_per_angstrom": [[0.017, 0.096, 0.040], [-0.107, 0.384, 0.216], [0.033, -0.017, -1.020], [-0.001, 0.203, 0.760], [-0.087, -0.102, -0.198], [-0.346, 0.003, -0.029], [0.146, 0.136, 0.564], [0.253, 1.207, 0.815], [0.252, -0.029, -0.222], [-0.256, -0.027, 0.013], [-0.115, -0.331, 0.155], [0.011, 0.011, -0.004], [0.318, -0.014, -0.095], [-0.118, -0.046, -0.168], [0.025, -0.089, 0.005], [-0.083, -0.174, 0.038], [-0.185, -0.441, 0.104], [-0.036, -0.323, -0.460], [0.109, -0.157, -0.302], [0.077, -0.977, -0.065], [-0.450, 0.103, 1.002], [-0.108, 0.993, 0.016], [0.389, -0.578, -0.364], [-0.486, 0.097, -0.182], [0.214, 0.037, -0.154], [-0.322, -1.149, 0.038], [-0.353, 1.191, -0.710], [-0.016, 0.135, 0.002], [-0.064, -0.049, -0.137], [0.267, 0.432, 0.020], [-0.147, 0.124, -0.517], [0.441, -0.062, -0.149], [-0.083, 0.032, 0.385], [0.146, 0.094, -0.002], [-0.183, 0.345, -0.106], [-0.185, -0.211, 0.572], [0.621, -0.042, 0.156], [-0.157, -0.659, 0.515], [0.046, -0.156, 0.893], [-1.005, -0.422, 0.118], [1.140, 0.546, 0.782], [-0.016, -0.313, -0.673], [-0.148, -0.070, -0.093], [0.623, 0.210, 0.287], [-0.929, 0.089, -0.692], [-0.060, 0.288, -0.095], [0.066, -0.283, -0.056], [-0.098, 0.264, -0.091], [0.288, 0.239, -0.021], [-0.049, -0.119, 0.093], [-0.015, -0.076, -0.696], [0.063, -0.032, 0.108], [-0.183, -0.043, 0.113], [-0.082, -0.029, 0.133], [-0.049, -0.045, -0.165], [-0.044, -0.203, 0.236], [0.195, -0.120, 0.038], [-0.170, 0.178, -0.397], [0.374, 0.286, 0.994], [-0.372, -0.076, 0.287], [1.059, 0.922, -0.129], [-1.293, -1.435, -0.310], [-0.069, 1.408, -0.407], [0.411, -0.519, -0.197], [0.182, -0.810, 0.447], [-0.046, 0.032, -0.020], [-0.037, -0.015, 0.022], [0.014, -0.172, 0.136], [0.007, -0.116, -0.332], [-0.005, -0.228, -0.075], [-0.085, -0.073, -0.072], [0.322, -0.125, 0.024], [-0.094, 0.176, 0.087], [-0.019, 0.170, -0.104], [-0.108, 0.378, -0.070], [0.030, 0.023, -0.012], [-0.193, -0.420, 0.770], [-0.131, 0.780, -0.450], [-0.008, -0.212, 0.470], [-0.001, -0.034, 0.520], [0.124, 0.123, -0.723], [-0.746, -1.316, -0.333], [0.697, 1.566, 0.133], [-0.255, -0.157, -0.089], [0.263, -0.105, -0.111], [0.005, -0.104, -0.093], [0.188, 0.195, -0.074], [-0.340, 0.120, -0.229], [-0.002, -0.664, -0.145], [0.309, -0.039, -0.261], [0.070, 0.101, 0.096], [-0.139, -0.059, 0.029], [0.068, 0.235, 0.047], [-0.002, -0.012, -0.006], [0.080, 0.022, 0.216], [-0.002, -0.162, -0.292], [-0.304, 0.459, 0.365], [-0.697, 0.078, 0.064], [0.592, -0.047, -0.838], [-0.727, -0.850, 1.208], [0.666, 0.600, -1.270], [-0.134, -0.632, 1.089], [0.306, -0.245, -0.547], [0.226, -0.177, 0.055], [-0.254, 0.126, -0.043], [0.278, 0.221, -0.172], [0.298, -0.184, 0.120], [-0.129, 0.050, -0.165], [-0.047, 0.344, -0.003], [0.174, 0.024, -0.014], [-0.120, 0.178, -0.030], [-0.103, -0.165, 0.229], [0.018, -0.071, -0.027], [-0.196, 0.311, 0.152], [-0.611, 0.968, -1.048], [0.419, -1.962, -0.015], [0.368, 0.378, 1.177], [0.139, -0.894, -1.084], [0.458, 0.820, 0.962], [0.018, -0.201, -0.541], [-0.690, 0.101, -0.346], [-0.910, 0.838, 0.113], [-0.160, -0.234, 0.166], [0.131, -0.032, 0.076], [0.319, -0.147, 0.392], [-0.113, 0.503, 0.379], [0.229, 0.522, 0.036], [-0.362, -0.243, 0.097], [-0.084, -0.006, -0.103], [0.049, 0.011, 0.126], [-0.099, -0.409, 0.030], [0.448, 0.052, -0.034], [0.442, -0.257, -0.270], [0.404, 0.986, -0.454], [-0.011, -0.469, 0.763], [0.298, 0.214, 0.223], [0.175, -0.297, 0.102], [0.185, 0.459, -0.133], [-0.204, -0.187, 0.324], [-0.097, -0.089, -0.528], [-0.167, 0.955, -0.430], [-0.058, 0.104, -0.017], [-0.063, -0.072, -0.305], [-0.257, -0.603, 0.140], [0.116, 0.271, -0.084], [-0.098, -0.002, 0.108], [-0.213, -0.045, 0.092], [-0.098, -0.153, -0.096], [-0.094, -0.049, 0.208], [0.161, -0.659, 0.138], [-0.157, -0.110, -0.135], [0.448, -0.037, 0.274], [0.728, -0.473, 0.351], [-1.233, -0.780, -1.901], [0.649, 0.444, 0.806], [0.285, 0.464, 0.720], [-0.110, 0.134, 0.003], [-0.066, 0.052, 0.021], [-0.098, 0.041, -0.227], [-0.627, 1.515, 0.308], [0.700, -0.179, 0.255], [0.447, 0.042, -0.397], [0.321, 0.000, 0.024], [-0.279, -0.239, -0.049], [-0.169, -0.743, -0.399], [0.080, -0.057, -0.086]],
  "mulliken_charge": [-1.07, -0.51, 0.18, -0.41, -0.49, 0.22, -0.01, -0.94, 0.37, 0.32, 0.36, 0.33, 0.34, 0.46, 0.47, 0.39, 0.18, 0.42, 0.42, -1.38, 0.17, 0.43, -0.73, -0.82, 0.43, 0.03, -0.44, 0.40, 0.33, 0.45, -0.20, 0.29, 0.53, 0.73, 0.21, 0.55, -0.01, -0.01, -1.21, -0.18, 0.36, -0.26, -0.66, 0.08, -0.14, -0.92, 0.38, 0.30, 0.41, -0.03, 0.32, 0.49, 0.48, 0.47, 0.33, 0.40, 0.35, -1.15, -0.01, 0.34, -0.55, -0.94, 0.24, -0.22, -0.81, 0.37, 0.34, 0.35, -0.03, 0.19, 0.89, 0.43, 0.50, 0.33, 0.37, 0.34, -1.03, -0.22, 0.25, -0.78, -0.44, 0.22, -0.08, -0.80, -0.11, 0.46, 0.41, 0.49, 0.17, 0.58, 0.54, 0.20, 0.36, 0.30, 0.30, -1.46, 0.61, 0.24, -0.19, -0.66, 0.15, -0.23, -0.87, 0.48, 0.43, 0.13, -0.04, 0.10, 0.46, 0.46, 0.40, 0.47, 0.25, 0.28, -1.25, -0.28, 0.31, -0.86, -0.67, 0.30, -0.01, -0.90, 0.36, 0.40, 0.34, 0.09, 0.50, 0.53, 0.59, 0.45, 0.34, 0.29, 0.30, -0.79, -0.90, 0.20, -0.34, -0.43, 0.12, -0.12, -0.88, 0.43, 0.33, 0.24, 0.36, 0.40, 0.45, 0.49, 0.43, 0.32, 0.32, 0.38, -1.11, 0.20, -0.39, -0.27, 0.41, 0.23, 0.24, 1.28, -0.41, -0.31, -0.40, -0.36, -0.37, -0.41],
  "multiplicity": 1,
  "total_charge": 6,
  "e_above_lowest_kcal_mol": 0.00,
  "orbital_gap_ev": 8.6,
  "max_force_ev_per_a": 2.396
}

=====

{
  "formula": "C5H13NO",
  "method": "wB97M-V/def2-TZVPD",
  "symbols": ["C", "C", "C", "C", "C", "N", "H", "H", "H", "H", "H", "H", "H", "H", "H", "H", "H", "O", "H", "H"],
  "xyz": [[-0.460432, 1.577722, -2.452274], [0.150147, 1.055916, -1.203232], [1.143074, 0.147825, -1.208895], [1.852121, -0.275179, 0.075729], [0.878140, -0.508740, 1.249264], [-0.196667, -1.418495, 0.979914], [0.215169, 2.284412, -2.945746], [-0.827952, 0.840868, -3.163874], [-1.332074, 2.172117, -2.161451], [-0.000950, 1.607701, -0.280238], [1.559155, -0.045302, -2.194508], [2.590799, 0.503425, 0.287312], [2.313313, -1.225369, -0.194021], [1.452669, -0.641250, 2.168045], [0.459109, 0.481368, 1.500157], [0.046029, -2.390449, 1.146530], [-0.539667, -1.328296, 0.029835], [-2.666353, -0.324472, 1.971891], [-1.865288, -0.841715, 1.727308], [-2.645764, -0.274775, 2.938428]],
  "forces_ev_per_angstrom": [[-0.834, 1.081, 0.148], [1.735, -0.707, -0.104], [-0.799, 1.632, 0.507], [-0.603, -0.514, -1.050], [0.746, 2.352, -0.218], [-0.305, -0.964, 0.504], [-0.018, -0.184, -0.138], [0.326, -0.195, 0.070], [-0.046, -0.011, -0.243], [-0.728, -0.317, 0.078], [-0.026, -0.878, 0.152], [0.183, -0.368, 0.306], [0.570, -0.005, 0.410], [-0.149, -1.088, -0.060], [-0.291, -0.202, -0.319], [0.056, 0.191, -0.123], [0.181, 0.094, 0.020], [0.193, -0.157, 0.306], [-0.167, 0.265, 0.124], [-0.026, -0.024, -0.370]],
  "nbo_charge": [-0.66, -0.19, -0.20, -0.45, -0.22, -0.86, 0.22, 0.22, 0.22, 0.20, 0.20, 0.22, 0.20, 0.21, 0.18, 0.37, 0.38, -0.98, 0.49, 0.46],
  "multiplicity": 1,
  "total_charge": 0,
  "e_above_lowest_kcal_mol": 35.13,
  "orbital_gap_ev": 10.2,
  "max_force_ev_per_a": 2.477
}